Entry from the OMol25 dataset: a single C6H5N molecule (ωB97M-V with the def2-TZVPD basis set).

HOMO, eV: -6.9
Energy relative to the best compared isomer or geometry (same formula, charge and spin), eV: 4.596
Energy, eV: -7787.1985
Lowest unoccupied orbital energy, hartree: -0.00508

Positions of all 12 atoms, in Å:
N 0.238 -0.664 -0.918
C -0.036 0.640 -0.771
C 1.732 2.529 -0.428
C 0.955 1.631 -0.663
C -1.486 -1.026 2.021
C -0.480 -1.628 -0.315
C -1.095 -1.329 0.916
H -0.474 -2.624 -0.731
H 2.409 3.310 -0.172
H -1.764 -0.773 3.021
H 1.061 -0.934 -1.456
H -1.058 0.870 -0.503